# 1
DFT (ωB97M-V/def2-TZVPD) results for C4H5NO as an isolated structure.

The geometry in XYZ format:
```
11
Properties=species:S:1:pos:R:3
C 0.2735 -0.5173 -0.6720
C -1.1799 -0.9007 -0.4743
O -1.9600 -0.2776 0.2010
C 0.5678 0.5012 1.6461
N 1.2205 1.3311 0.8742
C 0.6320 0.8743 -0.2472
H 0.8650 -1.2350 -0.0884
H 0.5085 -0.6418 -1.7406
H -1.4925 -1.8264 -0.9995
H 0.1157 1.0419 2.4949
H 0.4494 1.6502 -0.9942
```

HOMO energy   -8.4 eV
Charge   0
Orbital gap   8.755 eV
2S+1   1

***

# 2
DFT (ωB97M-V/def2-TZVPD) results for one molecule with the formula C4H5NO at a distorted geometry.

The geometry in XYZ format:
```
11
Properties=species:S:1:pos:R:3
C -2.1781 -0.0349 1.5970
C -1.0885 0.1203 1.1050
C 0.0580 0.6467 0.3991
C 0.9772 0.1778 -0.6758
N 0.8639 -1.1415 -1.0979
O 1.6300 1.0627 -1.1998
H -3.1408 -0.2414 2.0091
H 0.6393 1.3514 1.0167
H -0.4442 0.9225 -0.6157
H 1.1888 -1.2167 -2.0553
H 1.4944 -1.6469 -0.4821
```

HOMO energy (spin up / spin down)   -9.7 / -9.7 eV
Charge   0
Orbital gap (spin up / spin down)   10.377 / 10.352 eV
SMILES   C#CCC(N)=O
2S+1   1

***

# 3
DFT (ωB97M-V/def2-TZVPD) results for one molecule with the formula C4H5NO at a distorted geometry.

The geometry in XYZ format:
```
11
Properties=species:S:1:pos:R:3
C -1.6331 -0.1182 -0.2209
C -0.1776 0.0495 -0.3443
C 0.3554 0.5423 0.8062
O 1.6753 0.2193 0.8167
C 1.8648 -0.3266 -0.3931
N 0.8262 -0.4196 -1.1616
H -1.5545 0.3122 0.8553
H -1.9281 -1.1039 0.1271
H -2.2663 0.1465 -1.0910
H 0.0660 1.4477 1.3185
H 2.8629 -0.6696 -0.5907
```

HOMO energy   -9.1 eV
Charge   0
Orbital gap   10.132 eV
SMILES   Cc1cocn1
2S+1   1

***

# 4
DFT (ωB97M-V/def2-TZVPD) results for one molecule with the formula C4H5NO at a distorted geometry.

The geometry in XYZ format:
```
11
Properties=species:S:1:pos:R:3
O 0.6352 -1.1539 -1.4909
C -0.4482 -0.6467 -1.3389
C -0.8927 0.1116 -0.0865
C 0.1054 -0.0868 1.0122
C 1.4189 0.7454 0.5874
N 0.8942 0.8809 1.7220
H -1.2092 -0.6956 -2.1444
H -0.9066 1.1768 -0.3484
H -1.9122 -0.2155 0.1601
H -0.1179 -0.9817 1.6369
H 2.4902 0.8499 0.3806
```

HOMO energy   -9.2 eV
Charge   0
Orbital gap   10.252 eV
SMILES   O=CC[C@H]1C=N1
2S+1   1

***

# 5
DFT (ωB97M-V/def2-TZVPD) results for one molecule with the formula C4H5NO at a distorted geometry.

The geometry in XYZ format:
```
11
Properties=species:S:1:pos:R:3
C -0.4739 -1.7168 -0.8237
C -0.3406 -0.3557 -0.1507
N 0.9483 0.0585 -0.0185
C 0.9379 1.2744 0.5033
C -0.0717 2.1045 0.7920
O -1.2921 0.3605 0.2489
H -1.4999 -2.0710 -0.9312
H 0.1026 -2.4469 -0.2412
H 0.0060 -1.6818 -1.8091
H 1.8529 1.8554 0.6725
H -0.1695 2.6190 1.7578
```

HOMO energy   -9.4 eV
Charge   0
Orbital gap   8.755 eV
2S+1   1

***

# 6
DFT (ωB97M-V/def2-TZVPD) results for one molecule with the formula C4H5NO at a distorted geometry.

The geometry in XYZ format:
```
11
Properties=species:S:1:pos:R:3
C -1.0268 -0.4958 1.4467
C 0.1300 -0.2419 0.8503
C 0.4372 0.1459 -0.5005
N -0.3397 -0.1012 -1.6388
C 1.6995 0.6252 -0.4753
O 2.7145 1.1442 -0.7426
H -1.9665 -0.4586 0.9148
H -1.0632 -0.8210 2.4734
H 1.1198 0.1379 1.3650
H -0.5246 0.7004 -2.2284
H -1.1803 -0.6351 -1.4647
```

HOMO energy   -7.7 eV
Charge   0
Orbital gap   8.141 eV
SMILES   C=CC(N)=C=O
2S+1   1

***

# 7
DFT (ωB97M-V/def2-TZVPD) results for one molecule with the formula C4H5NO.

The geometry in XYZ format:
```
11
Properties=species:S:1:pos:R:3
C -1.2178 -0.9985 -0.5855
C 0.0919 -1.0312 -0.3452
C 0.7550 -0.0171 0.5277
N 1.1521 1.3493 0.0699
C 0.0375 1.2679 0.7869
O -0.9313 1.8587 1.1859
H -1.7067 -1.7416 -1.2089
H -1.8426 -0.2150 -0.1606
H 0.7091 -1.8478 -0.7223
H 1.4842 -0.4138 1.2326
H 1.4685 1.7890 -0.7806
```

HOMO energy   -9.7 eV
Charge   0
Orbital gap   10.618 eV
SMILES   C=C[C@H]1NC1=O
2S+1   1

***

# 8
DFT (ωB97M-V/def2-TZVPD) results for C4H5NO as an isolated structure at a distorted geometry.

The geometry in XYZ format:
```
11
Properties=species:S:1:pos:R:3
C 1.1859 0.4495 -0.4086
C 0.3825 -0.5514 0.4228
C -0.0671 0.8890 0.2522
C -0.8277 -0.9586 -0.4441
N -1.3226 0.4427 -0.5038
O -2.1858 -0.1648 0.4742
H 2.0988 0.7259 -0.0587
H 1.1654 0.4743 -1.4320
H 0.8591 -1.0192 1.2303
H -0.1532 1.6907 0.9873
H -1.1354 -1.9780 -0.5195
```

HOMO energy (spin up / spin down)   -9.2 / -9.2 eV
Charge   0
Orbital gap (spin up / spin down)   9.620 / 9.620 eV
2S+1   1

***

# 9
DFT (ωB97M-V/def2-TZVPD) results for one molecule with the formula C4H5NO.

The geometry in XYZ format:
```
11
Properties=species:S:1:pos:R:3
C -1.2862 1.4812 -0.3232
C -0.3266 0.5906 0.0009
N -0.3596 -0.7114 -0.4370
C 0.7686 -1.3855 0.0315
C 1.4870 -0.4797 0.7013
O 0.8208 0.7358 0.7371
H -1.6464 1.4341 -1.3423
H -1.6010 2.3068 0.2881
H -1.2880 -1.0335 -0.6459
H 0.9594 -2.4322 -0.1514
H 2.4722 -0.5061 1.1409
```

HOMO energy   -7.2 eV
Charge   0
Orbital gap   8.134 eV
SMILES   C=C1NC=CO1
2S+1   1

***

# 10
DFT (ωB97M-V/def2-TZVPD) results for one molecule with the formula C4H5NO.

The geometry in XYZ format:
```
11
Properties=species:S:1:pos:R:3
N 2.1694 -0.7784 -0.8156
C 1.5768 -0.0126 -0.1106
C 0.5203 0.7587 0.4347
C -0.3997 0.0330 -0.7388
C -1.1614 -0.4389 0.5202
O -0.2226 0.1724 1.4555
H 0.6711 1.8405 0.4830
H -0.9123 0.8408 -1.2752
H 1.1170 -0.8750 -1.3217
H -2.1608 -0.0187 0.6858
H -1.1978 -1.5217 0.6827
```

HOMO energy   -8.0 eV
Charge   0
Orbital gap   8.307 eV
2S+1   1

***

# 11
DFT (ωB97M-V/def2-TZVPD) results for a 2-piece molecular cluster, C4H5NO overall.

The geometry in XYZ format:
```
11
Properties=species:S:1:pos:R:3
C -0.2219 2.5827 -0.4739
C -0.5766 1.4341 -0.5308
C -1.0199 0.0368 -0.6210
N -0.0187 -0.9231 -0.2147
C 1.1612 -1.0544 -0.4453
O 2.2974 -1.3020 -0.5886
H 0.0853 3.6050 -0.4217
H -1.3307 -0.1837 -1.6487
H -1.8971 -0.1099 0.0142
H 0.9530 -2.1815 2.7512
H 0.5679 -1.9039 2.1794
```

HOMO energy   -10.4 eV
Charge   0
Orbital gap   11.133 eV
SMILES   C#CCN=C=O.[H][H]
2S+1   1

***

# 12
DFT (ωB97M-V/def2-TZVPD) results for C4H5NO as an isolated structure at a distorted geometry.

The geometry in XYZ format:
```
11
Properties=species:S:1:pos:R:3
O -0.4886 1.1636 -1.5181
C -0.4410 0.8199 -0.3634
C -1.1241 -0.3731 0.1895
C 0.2104 -1.0034 -0.2521
C 1.2406 -0.2555 0.2526
N 0.7657 1.0418 0.5125
H -1.9994 -0.7044 -0.3607
H -1.2693 -0.4036 1.2750
H 0.2042 -1.2291 -1.3277
H 2.3052 -0.4458 0.1412
H 0.5962 1.3896 1.4512
```

HOMO energy   -8.7 eV
Charge   0
Orbital gap   9.260 eV
2S+1   1

***

# 13
DFT (ωB97M-V/def2-TZVPD) results for C4H5NO as an isolated structure at a distorted geometry.

The geometry in XYZ format:
```
11
Properties=species:S:1:pos:R:3
N -1.5197 -1.9591 1.5131
C -0.8529 -1.4428 0.7185
C -0.0188 -0.7851 -0.3056
C -0.3908 0.6851 -0.5329
C 1.0649 0.8169 0.3581
O 1.3050 -0.5483 0.1650
H 0.0087 -1.4172 -1.1930
H -0.3885 0.9783 -1.6070
H -1.3030 1.0524 -0.0602
H 1.2990 1.5084 -0.4220
H 0.7961 1.1115 1.3659
```

HOMO energy   -10.5 eV
Charge   0
Orbital gap   11.242 eV
2S+1   1

***

# 14
DFT (ωB97M-V/def2-TZVPD) results for one molecule with the formula C4H5NO.

The geometry in XYZ format:
```
11
Properties=species:S:1:pos:R:3
C 1.1791 -0.2174 1.2229
C 0.1399 0.2683 0.2488
C -0.6212 -0.5962 -0.5881
C -1.2921 0.2464 -1.3985
O -1.0142 1.5207 -1.0660
N -0.1088 1.5268 -0.0279
H 1.6544 0.5793 1.7984
H 0.7458 -0.9455 1.9179
H 1.9672 -0.7491 0.6720
H -0.6967 -1.6699 -0.5465
H -1.9533 0.0365 -2.2329
```

HOMO energy   -9.9 eV
Charge   0
Orbital gap   10.979 eV
SMILES   Cc1ccon1
2S+1   1

***

# 15
DFT (ωB97M-V/def2-TZVPD) results for one molecule with the formula C4H5NO.

The geometry in XYZ format:
```
11
Properties=species:S:1:pos:R:3
C -0.0377 -1.4937 -0.6775
C 0.4463 -0.3169 -1.0625
C 0.8846 0.8075 -0.2004
N 0.3704 1.2674 0.8692
C -0.8637 0.8848 1.4139
O -1.9129 0.7659 0.8299
H -0.1650 -1.6942 0.3788
H -0.3442 -2.2641 -1.3885
H 0.6235 -0.1481 -2.1158
H 1.7731 1.3445 -0.5596
H -0.7743 0.8470 2.5126
```

HOMO energy   -9.8 eV
Charge   0
Orbital gap   9.688 eV
SMILES   C=C/C=N\C=O
2S+1   1

***

# 16
DFT (ωB97M-V/def2-TZVPD) results for one molecule with the formula C4H5NO at a distorted geometry.

The geometry in XYZ format:
```
11
Properties=species:S:1:pos:R:3
O 1.2921 0.1266 1.8718
C 0.5690 -0.0262 0.9196
C 0.8354 -0.6639 -0.4564
C -0.2398 0.2974 -0.9655
N -1.4912 -0.0503 -0.3933
C -0.6868 0.6581 0.5625
H 1.8593 -0.5473 -0.8157
H 0.5491 -1.7200 -0.5305
H -0.0835 1.3651 -1.0419
H -1.5035 -1.0254 -0.1105
H -1.1001 1.5858 0.9600
```

HOMO energy   -9.3 eV
Charge   0
Orbital gap   10.314 eV
SMILES   O=C1C[C@H]2N[C@@H]12
2S+1   1

***

# 17
DFT (ωB97M-V/def2-TZVPD) results for one molecule with the formula C4H5NO.

The geometry in XYZ format:
```
11
Properties=species:S:1:pos:R:3
C 0.9923 -0.3320 0.3371
C 1.1229 0.8460 -0.6067
O 0.8439 0.7834 -1.7790
C -2.2063 -0.0500 -0.7369
N -1.3928 -0.2032 0.1694
C -0.3873 -0.2067 0.9533
H 1.0781 -1.2665 -0.2310
H 1.7597 -0.3077 1.1168
H 1.4074 1.8067 -0.1278
H -2.6751 -0.9671 -1.1093
H -0.5533 -0.1130 2.0228
```

HOMO energy   -8.3 eV
Charge   0
Orbital gap   9.023 eV
2S+1   1

***

# 18
DFT (ωB97M-V/def2-TZVPD) results for one molecule with the formula C4H5NO at a distorted geometry.

The geometry in XYZ format:
```
11
Properties=species:S:1:pos:R:3
N 1.7765 0.4413 0.8926
C 0.6751 -0.2290 1.3806
C -0.6299 -0.6417 1.0651
C -1.3101 -0.5101 -0.0991
C -0.7105 0.1137 -1.3080
O 0.5829 0.6042 -1.2661
H -1.0463 -1.3236 1.7672
H -2.2454 -0.7040 -0.0609
H -0.9742 -0.4126 -2.2325
H -1.6042 0.8898 -1.2603
H 0.6236 1.2306 -0.5647
```

HOMO energy   -9.2 eV
Charge   0
Orbital gap   8.991 eV
SMILES   N#C/C=C\CO
2S+1   1

***

# 19
DFT (ωB97M-V/def2-TZVPD) results for one molecule with the formula C4H5NO at a distorted geometry.

The geometry in XYZ format:
```
11
Properties=species:S:1:pos:R:3
O -2.0230 0.4540 -0.1031
N -0.5318 0.2490 -0.0800
C -0.0056 0.0020 1.1261
C 1.2672 -0.5819 0.7673
C 1.4973 -0.3886 -0.5856
C 0.3486 0.0540 -1.1431
H -2.2464 1.4498 0.3918
H -0.6646 -0.2994 2.0894
H 1.9191 -1.0672 1.3542
H 2.3790 -0.3244 -1.3328
H -0.1253 0.3523 -2.1050
```

HOMO energy   -8.4 eV
Charge   0
Orbital gap   8.911 eV
SMILES   On1cccc1
2S+1   1

***

# 20
DFT (ωB97M-V/def2-TZVPD) results for one molecule with the formula C4H5NO at a distorted geometry.

The geometry in XYZ format:
```
11
Properties=species:S:1:pos:R:3
N -2.0745 -0.5380 -1.7695
C -1.2055 -0.6799 -1.0209
C -0.1255 -1.0179 -0.0850
C 0.3175 0.1516 0.8138
C 0.6466 1.3726 -0.0201
O 0.0476 1.6501 -1.0298
H -0.4897 -1.8506 0.5240
H 0.7168 -1.3930 -0.6783
H -0.4952 0.4117 1.5051
H 1.1794 -0.1160 1.4380
H 1.4824 2.0091 0.3227
```

HOMO energy   -10.1 eV
Charge   0
Orbital gap   10.683 eV
SMILES   N#CCCC=O
2S+1   1

***

What are the molar mass values for these records? In order: 83.09, 83.09, 83.09, 83.09, 83.09, 83.09, 83.09, 83.09, 83.09, 83.09, 83.09, 83.09, 83.09, 83.09, 83.09, 83.09, 83.09, 83.09, 83.09, 83.09 g/mol.